Record 1
Below is a cluster of 9 separate species, C73H70BrN3O21P in total in a non-equilibrium geometry, with properties calculated with ωB97M-V/def2-TZVPD.

Last column: Mulliken charge in e.
Atoms and positions in Å:
H: 6.251 1.661 4.196  0.510
C: -3.210 -1.074 -6.613  -0.157
O: 0.180 8.800 4.533  -0.522
O: -7.387 -9.487 -3.408  -0.534
H: 10.174 3.743 -9.705  0.416
C: -2.461 -4.914 0.157  -0.905
H: -0.958 8.375 2.242  0.423
C: -0.177 2.248 -3.442  -0.934
H: 0.245 -8.300 -0.259  0.482
H: -4.515 -4.115 0.155  0.295
H: 4.156 -1.326 0.045  0.349
O: 8.198 2.113 -10.123  -0.532
C: -5.501 -2.772 -6.810  -0.381
C: 9.294 4.821 -8.108  -0.364
C: 0.922 2.100 -2.300  0.455
C: 0.080 -0.511 -3.996  -0.816
N: 1.635 2.048 0.151  0.386
H: 2.141 2.504 2.237  0.557
C: 2.359 1.914 -2.784  1.080
C: -5.518 -1.811 -5.887  -0.453
H: -1.382 3.190 -1.011  0.765
H: -4.995 -10.454 -3.681  0.405
H: 4.462 1.600 -2.027  0.487
C: 2.783 1.846 -4.303  -1.490
C: 8.254 2.022 5.000  0.283
C: 8.117 4.991 -7.227  0.331
C: 8.175 2.969 -9.261  0.313
O: 8.237 3.220 4.789  -0.557
C: 3.435 -0.932 0.834  -0.492
H: -2.029 -0.668 3.236  0.167
H: -1.062 -0.990 -1.476  0.196
H: 4.249 -7.929 1.430  0.415
C: 1.072 -7.652 0.003  -0.393
H: -0.761 -1.217 -4.287  0.393
N: 3.999 1.732 0.809  0.613
H: -1.171 2.411 0.649  -0.446
O: -1.316 -0.372 9.628  -0.554
C: -0.838 7.496 2.863  -0.324
H: 2.261 1.018 -4.881  0.101
H: -4.621 0.917 2.945  0.273
C: 2.182 -5.471 0.158  0.228
C: 8.291 -0.803 5.498  0.346
H: 6.116 4.218 -6.781  -0.172
C: -5.044 -9.479 -3.214  -0.404
N: -0.786 1.150 -5.577  -0.568
H: -1.006 2.146 -5.720  0.207
H: 0.519 -1.309 3.291  0.414
C: 3.978 0.408 1.472  0.389
C: -5.392 -6.912 -2.003  -0.125
H: 0.336 -0.536 -2.896  0.106
C: 1.945 3.124 -6.475  -0.882
H: -4.818 1.574 7.661  0.311
H: 6.282 -0.788 4.629  0.488
H: 10.263 2.009 5.869  0.420
H: 0.184 -5.846 -0.657  0.477
C: -8.614 3.636 3.850  -0.379
O: -10.554 2.350 3.510  -0.541
H: -2.776 -2.514 9.746  0.410
P: -2.289 -1.432 0.589  0.925
H: 1.048 -0.739 -4.557  0.294
H: -1.723 6.121 1.515  0.447
C: -3.725 0.730 3.624  -1.204
H: -6.362 -1.661 -5.224  0.435
C: -0.424 5.307 4.654  -0.390
C: 3.000 1.867 -0.227  -0.213
H: -6.329 -3.456 -6.947  0.438
C: -0.190 7.701 4.179  0.267
H: -2.382 -0.389 -6.474  0.523
H: 0.207 3.091 -4.114  0.539
H: -0.304 4.427 5.274  0.485
H: -3.557 -3.473 1.546  0.269
H: -5.441 -5.936 -1.535  0.363
C: -0.014 6.513 5.044  -0.349
H: 10.295 -0.441 6.303  0.413
C: 9.445 0.055 5.851  -0.387
C: 5.350 2.135 0.373  0.513
C: 2.252 -8.303 0.615  0.340
C: -3.478 -3.723 0.434  -0.373
H: -6.766 4.583 4.265  0.422
O: -4.322 -3.833 -8.547  -0.541
H: 6.169 2.463 -8.545  0.426
O: 2.281 -9.501 0.807  -0.539
H: 0.914 3.598 -6.524  0.177
H: 3.377 -1.687 1.687  0.334
C: -3.192 -2.035 -7.536  -0.432
C: -1.247 6.289 2.474  -0.388
C: -9.417 2.395 3.934  0.288
C: -2.586 0.128 2.654  1.090
H: -0.199 -0.286 0.028  -0.984
H: 2.019 3.999 -4.440  0.437
H: 6.415 3.949 -0.397  0.321
C: -4.338 0.717 8.118  -0.084
C: -4.044 -7.495 -2.176  0.407
Br: 4.403 4.162 -5.332  -0.184
C: 3.394 -7.437 0.983  -0.402
C: -1.178 -0.373 -0.526  0.696
C: -7.534 1.261 5.021  -0.022
H: 2.381 -0.803 0.446  -0.117
C: -6.732 2.501 4.937  0.417
C: -3.090 0.766 8.585  -0.432
H: -2.489 1.665 8.532  0.447
C: 3.407 1.773 -1.679  -0.721
O: 8.307 -1.999 5.707  -0.534
C: -3.257 -1.658 9.289  -0.382
C: -7.367 3.685 4.317  -0.428
C: 0.856 0.738 2.189  -0.439
C: 9.428 1.367 5.618  -0.362
C: -4.374 -0.889 -5.718  0.419
H: -7.054 0.405 5.479  0.370
H: -2.958 -9.238 -2.932  0.424
H: 3.896 1.599 -4.309  0.625
O: 2.153 -4.269 -0.034  -0.467
H: -1.906 0.966 2.320  -0.556
O: 6.048 1.271 -0.159  -0.473
H: -9.094 4.492 3.392  0.413
C: -6.393 -8.896 -3.041  0.275
H: -7.478 -7.152 -2.285  0.438
H: -2.905 -5.942 0.286  0.381
H: -2.348 -2.184 -8.198  0.440
O: -3.047 -6.901 -1.807  -0.440
C: -1.070 5.103 3.339  0.446
C: -2.454 -0.417 9.205  0.356
H: -2.801 1.113 -0.340  0.708
H: -1.543 -4.828 0.826  0.357
H: -3.390 1.658 4.170  0.315
H: 4.189 -5.474 1.032  0.416
H: 5.346 4.297 1.132  0.291
C: -5.140 -0.523 8.202  0.425
O: -5.592 2.547 5.361  -0.513
C: 2.646 3.272 -5.047  0.090
C: 1.039 -6.337 -0.210  -0.193
O: -1.319 -2.287 1.401  -0.724
C: 6.971 4.079 -7.436  0.459
C: -0.944 2.297 -0.450  -0.490
O: -1.443 3.998 2.983  -0.539
H: 6.908 3.389 1.257  0.343
C: 1.263 2.142 1.601  -0.568
H: 2.601 3.559 -7.300  0.358
C: -0.322 0.971 -4.374  0.298
H: 10.123 5.498 -7.941  0.417
C: -6.483 -7.563 -2.404  -0.428
O: -6.279 -0.569 7.778  -0.545
H: 0.442 2.933 1.778  -0.086
H: -4.059 -0.067 4.369  0.271
C: 6.002 3.554 0.578  -1.237
C: -4.504 -1.707 8.822  -0.387
H: 0.461 6.680 6.003  0.428
O: 4.469 0.365 2.596  -0.514
C: 7.118 -0.146 4.880  -0.323
H: 1.822 2.021 -6.745  0.257
O: 8.092 5.847 -6.364  -0.566
H: -5.105 -2.606 8.875  0.427
O: -3.151 -2.537 -0.367  -0.439
C: 7.101 1.165 4.648  -0.299
O: -3.302 -0.520 1.564  -0.456
C: 0.584 2.144 -0.812  -0.105
C: 9.321 3.882 -9.052  -0.382
C: -8.781 1.212 4.554  -0.461
C: 3.362 -6.122 0.770  -0.357
C: 6.998 3.140 -8.379  -0.344
H: -1.172 2.638 -3.041  0.469
O: -4.387 -0.012 -4.873  -0.567
H: -2.129 1.087 -2.022  0.467
H: -9.382 0.313 4.607  0.437
C: -3.953 -8.827 -2.813  -0.385
H: -2.075 -4.833 -0.914  0.197
C: -4.336 -2.958 -7.705  0.289
C: -1.828 1.027 -0.937  -1.091
C: 0.689 -0.356 2.719  0.263

Output
**Energy**: -203614.3688 eV
**Total charge**: +1
**Energy relative to the best compared isomer or geometry (same formula, charge and spin)**: 0.00 kJ/mol

Record 2
Below is a cluster of 19 separate species, C74H103N3O58S4 in total in a non-equilibrium geometry, with properties calculated with ωB97M-V/def2-TZVPD.

Last column: Mulliken charge in e.
Atoms and positions in Å:
O: -0.767 6.172 -5.986  -0.499
H: -6.736 -1.191 -3.192  0.407
C: -3.496 2.339 -4.821  -0.391
N: 5.713 5.611 7.402  1.039
O: -2.273 2.778 -1.903  0.160
O: 3.446 -2.824 0.024  0.267
H: 4.733 -0.568 5.287  0.287
O: -1.966 4.698 -0.326  -0.675
H: -5.448 2.210 -1.121  0.208
C: 3.799 -5.997 1.661  -0.718
H: -1.549 -3.608 -2.358  -0.165
C: 4.708 -6.174 0.446  -0.364
O: -2.464 0.232 -7.851  -0.576
H: 3.536 5.045 9.055  0.420
O: -3.315 -5.005 0.941  -0.614
H: -0.437 -2.618 7.477  0.188
C: -3.948 3.687 -5.238  0.363
C: -0.963 -4.443 -1.973  -1.358
H: -5.415 -0.303 2.578  0.279
C: 1.424 3.149 -6.256  0.002
H: -5.711 -1.475 0.276  -0.462
C: 1.737 -0.145 -0.730  -0.502
H: -6.759 -2.860 0.577  0.405
C: 1.620 -0.298 0.622  0.386
S: -0.307 -0.064 9.609  1.037
H: 1.230 -6.088 -1.741  0.316
C: 4.911 -2.184 -6.671  -0.102
H: 7.529 2.610 4.702  0.451
O: -5.474 -2.672 -2.529  -0.260
H: -2.428 3.358 7.005  0.309
H: -1.783 -3.453 -6.379  0.297
C: 6.680 -3.226 -3.128  -0.135
H: 0.035 -1.607 -5.181  0.067
H: -3.943 3.125 7.915  0.406
C: 0.067 2.541 -6.397  0.852
H: 0.919 -2.432 -7.574  0.187
H: 7.195 2.425 2.306  0.522
C: 6.593 1.832 2.978  -0.854
O: -1.021 -1.260 8.714  -0.535
O: 7.043 -2.281 -1.093  -0.310
H: 5.873 -3.926 -3.344  0.196
O: -4.893 -3.492 0.172  -0.308
O: 1.279 4.503 -5.982  -0.290
H: 2.058 -4.899 -0.605  -0.465
O: -3.483 1.609 4.183  -0.074
H: 2.023 3.011 -7.157  0.137
C: 3.587 4.422 8.174  -0.394
C: 6.284 0.923 5.195  -0.199
H: 4.389 -0.702 2.864  0.289
S: -0.065 5.139 -6.740  1.028
C: 6.315 -2.052 -2.234  2.073
H: -1.450 -2.309 -4.609  -0.596
H: -8.479 0.408 4.505  0.320
H: 0.675 -3.311 -1.102  -0.745
O: -1.797 -1.964 -7.615  -0.438
C: -1.009 -1.769 -5.447  0.375
O: 5.736 6.196 8.431  -0.623
H: 1.745 1.965 6.844  0.725
H: 4.786 -2.823 -5.797  -0.066
H: 3.490 -2.217 -9.790  0.404
H: 0.819 3.486 -2.478  0.140
H: -4.640 -0.673 -6.226  0.191
O: -4.535 6.232 -3.071  -0.636
H: 1.792 -0.904 7.310  -0.049
C: 7.802 -3.433 -1.216  0.543
O: -0.615 -0.197 11.036  -0.598
H: -5.369 -0.702 -2.205  -0.159
O: -2.321 1.012 5.916  0.104
O: 2.631 -4.775 -2.588  -0.418
C: 0.171 -3.190 -7.343  -1.318
C: 1.158 -1.388 8.054  0.170
H: 7.535 -0.402 -2.895  0.481
H: 1.739 3.403 8.740  0.492
H: -4.221 0.763 6.710  0.285
C: 1.606 -5.077 -1.581  0.640
C: -9.435 -0.611 2.721  0.356
H: 6.123 0.177 -1.996  -0.031
H: 0.432 -0.993 2.223  -1.163
H: -10.518 1.224 2.720  0.366
O: 5.040 -3.157 2.022  -0.609
C: 4.584 3.778 6.142  -0.383
H: 3.795 1.965 5.256  0.254
C: 0.519 -4.036 -1.901  1.066
H: 6.486 0.945 6.255  0.387
C: 4.639 4.574 7.242  -0.412
N: 5.526 0.791 0.865  1.015
O: -9.122 1.103 1.163  -0.385
C: 2.485 3.543 7.972  -1.115
H: 2.007 2.661 -5.475  0.195
O: -0.792 3.687 -6.567  -0.310
O: 0.252 5.419 -8.178  -0.594
H: 4.343 -6.119 2.598  0.422
H: -6.167 -1.597 -5.959  0.462
H: -3.710 1.603 -5.597  0.402
H: 0.662 -3.845 -6.623  0.280
C: -3.115 2.620 7.418  -1.275
H: 2.104 -4.217 4.521  0.410
H: -1.044 -4.296 3.899  0.629
H: 2.957 -6.687 1.612  0.364
H: -1.642 -1.123 0.695  -0.155
H: -4.335 3.169 5.186  0.241
H: 5.567 -6.809 0.661  0.359
C: 3.924 -0.179 -6.747  0.626
H: 1.528 -3.594 2.891  -0.048
H: -3.826 -0.820 1.991  -0.419
O: 6.012 1.651 0.169  -0.625
H: 2.513 -0.179 1.218  -0.267
H: -0.688 -0.998 6.745  0.077
O: -3.659 4.492 -4.159  -0.097
H: -3.522 4.220 -6.089  0.363
H: -9.856 -1.611 2.619  0.246
O: -4.337 3.842 -0.720  -0.450
H: -4.353 -1.120 3.588  0.374
C: 2.739 3.029 1.674  0.231
C: 4.294 4.143 -3.698  0.360
O: -4.273 -3.430 2.259  -0.332
H: 0.789 -0.088 -2.675  0.608
H: 6.958 -3.023 -4.162  0.099
C: -8.052 0.388 1.223  0.411
H: 5.016 -1.662 -9.394  0.379
H: -2.658 2.108 8.264  0.215
O: -5.742 5.002 -4.489  -0.369
H: 3.115 -3.018 -7.415  0.029
C: 1.000 2.610 2.963  2.808
H: -5.979 0.083 -5.513  0.252
C: 2.543 2.693 6.862  -0.583
C: 0.677 -0.233 -1.610  -0.865
H: 5.358 3.850 5.392  0.549
O: 3.727 0.965 -6.467  -0.587
H: -0.776 3.222 3.892  0.211
H: 2.828 2.283 -1.872  -0.169
O: -4.406 -2.645 -4.433  -0.368
H: -3.932 0.835 0.203  -0.980
C: -5.680 -1.380 -3.000  -0.074
H: 1.586 -2.359 8.304  0.325
H: -1.033 -5.178 -2.774  0.543
H: -1.308 -4.820 -1.010  0.379
H: 0.512 4.475 3.785  0.474
H: 3.969 3.264 -0.808  -0.088
O: 4.938 4.403 -4.723  -0.645
O: 4.544 3.175 -2.837  -0.446
C: 0.501 2.712 1.483  0.712
H: 5.885 -2.476 -7.063  0.334
C: 5.732 0.860 2.386  -0.442
C: -4.122 -4.112 1.177  0.495
O: 5.037 -4.849 0.042  -0.329
H: 2.708 0.042 -1.163  0.454
O: -0.378 1.213 8.883  -0.351
C: 0.374 -2.959 4.594  0.322
O: 2.351 2.906 2.922  -0.311
C: -9.119 -0.419 4.197  -1.523
H: -8.664 -1.264 4.712  0.383
C: 6.471 -0.559 -2.721  -1.226
C: -0.595 -0.521 -1.035  -0.320
O: -7.074 0.618 0.552  -0.413
C: 2.112 -3.875 -3.465  0.297
H: 0.893 4.309 -0.921  0.053
H: -3.906 -0.666 -4.018  -1.217
H: -10.780 0.036 1.266  0.338
O: 1.730 2.834 0.792  0.015
H: -0.032 1.997 -7.336  0.183
C: -0.927 -3.221 3.762  -1.731
C: -5.472 3.867 -5.298  -0.358
O: -3.904 -4.318 -3.046  -0.584
O: 3.869 3.310 1.359  -0.685
C: 3.835 -2.235 -7.650  1.008
C: -4.261 2.083 5.235  -0.584
N: -1.781 -0.613 -1.915  0.735
O: 3.182 -4.718 1.565  0.052
H: -1.865 -2.774 4.093  0.322
H: -0.873 -2.917 2.716  0.007
O: 0.430 -1.523 4.666  0.154
C: 6.844 1.858 4.340  -0.690
H: -0.304 1.975 -5.543  -0.627
C: 1.667 -3.396 3.954  -0.089
C: -3.501 1.510 6.379  0.295
C: 0.406 -0.731 1.175  0.722
S: -2.746 3.574 -0.736  0.634
H: -6.202 -2.699 2.755  0.167
O: 2.157 -0.020 4.800  0.197
O: -2.883 -0.958 -1.433  0.063
C: 1.258 4.331 -1.948  -0.828
H: 0.659 3.113 4.929  0.051
C: 3.552 3.095 -1.801  0.746
C: -5.463 -0.877 -5.542  -1.691
C: -2.358 1.081 4.588  -0.262
C: 5.154 -0.041 3.245  0.733
C: -4.758 -1.308 -4.245  2.612
O: 8.392 -3.888 -0.255  -0.577
O: -1.434 0.784 3.818  0.255
O: 4.969 -0.804 -6.278  -0.263
C: -5.740 -2.487 0.680  0.475
H: -5.740 3.977 -6.349  0.380
C: -5.319 -2.475 2.158  0.251
H: 5.941 -0.355 -3.651  0.190
C: -1.081 -2.675 -6.679  0.513
H: 0.057 -3.803 -8.237  0.443
H: 4.699 -3.455 -9.222  0.413
O: 0.905 -3.488 -3.141  0.256
H: -5.973 3.036 -4.801  0.197
H: -2.446 2.296 -4.531  -0.522
O: 3.315 4.860 -3.220  -0.371
O: 6.539 5.759 6.572  -0.614
O: -8.180 -0.635 2.055  -0.180
C: -4.670 5.285 -3.819  0.553
H: -4.056 1.989 -3.954  -0.066
H: 4.188 -6.592 -0.417  0.241
H: -0.078 1.806 1.304  -0.651
C: 5.399 0.020 4.673  -0.739
O: -2.855 2.602 0.616  -0.481
O: -1.674 -0.629 -5.912  0.886
H: -5.242 1.618 5.135  0.242
O: -1.677 -0.201 -3.061  0.012
C: -0.690 -0.764 0.334  -0.021
H: 0.343 -3.322 5.621  0.611
H: 5.255 -2.130 -1.993  -0.912
H: -5.827 3.119 0.341  0.323
H: -4.386 1.809 1.618  -0.119
C: -10.118 0.544 1.968  -0.429
O: 2.688 -3.353 -4.438  -0.489
C: -4.536 -3.306 -3.340  0.481
H: 0.975 1.539 3.162  -1.554
C: 4.311 -2.442 -9.109  -1.763
C: -5.011 2.728 -0.267  -0.280
C: 0.295 3.420 3.948  -1.589
C: -2.054 -0.713 -7.185  -0.038
H: -0.208 3.538 1.432  0.244
C: -4.705 -1.129 2.556  -0.307
C: -4.062 1.850 0.578  1.669
O: 4.855 -0.149 0.485  0.114
O: 1.173 -0.722 9.297  -0.434
C: 3.637 2.743 5.989  0.469
H: 3.055 5.046 -1.138  0.093
C: 2.784 4.410 -1.981  0.495
S: 4.235 -3.709 0.911  0.209
C: -0.303 -1.544 7.606  0.263
O: 2.425 -2.233 3.972  -0.306
H: -10.082 -0.314 4.697  0.457
H: 0.785 5.237 -2.328  0.546
C: 1.714 -1.151 4.523  -0.106
O: 7.714 -3.891 -2.455  -0.374
O: 3.203 -1.000 -7.534  -0.392

Output
**Energy**: -244960.4451 eV